Run i
7 unconnected molecules or ions with the total composition C7H28O7. Source: the Open Molecules 2025 dataset; level of theory: wB97M-V/def2-TZVPD.

- multiplicity = 1

Atoms and positions in Å:
1 C 8.70 18.70 -9.50
2 O 8.57 17.73 -10.54
3 H 8.34 19.67 -9.85
4 H 8.05 18.38 -8.69
5 H 9.74 18.81 -9.19
6 H 8.66 18.15 -11.41
7 C 12.89 13.60 -14.71
8 O 13.07 14.05 -13.40
9 H 12.26 14.32 -15.24
10 H 13.84 13.56 -15.26
11 H 12.44 12.61 -14.77
12 H 13.43 13.32 -12.89
13 C 11.50 15.58 -11.17
14 O 10.75 16.01 -10.05
15 H 12.21 16.34 -11.50
16 H 12.01 14.66 -10.92
17 H 10.90 15.38 -12.07
18 H 10.04 16.59 -10.35
19 C 12.90 13.98 -7.98
20 O 13.00 15.36 -8.30
21 H 13.88 13.53 -8.05
22 H 12.45 13.82 -7.00
23 H 12.24 13.46 -8.70
24 H 12.13 15.64 -8.61
25 C 10.50 18.36 -13.64
26 O 9.40 18.89 -12.86
27 H 11.43 18.50 -13.09
28 H 10.33 17.29 -13.75
29 H 10.63 18.87 -14.59
30 H 9.36 19.83 -13.07
31 C 6.15 15.69 -10.41
32 O 7.32 15.07 -9.92
33 H 6.19 15.80 -11.50
34 H 5.24 15.17 -10.11
35 H 6.07 16.70 -9.98
36 H 8.02 15.71 -10.11
37 C 13.48 11.36 -11.17
38 O 14.26 11.61 -12.33
39 H 14.11 11.18 -10.30
40 H 12.88 12.25 -10.98
41 H 12.85 10.48 -11.28
42 H 14.64 10.77 -12.61

***

Run ii
A molecular structure, C7H28O7. Source: the Open Molecules 2025 dataset; level of theory: wB97M-V/def2-TZVPD.

- multiplicity = 1

Atoms and positions in Å:
1 C -0.72 1.55 -7.91
2 O -1.31 2.22 -9.01
3 H 0.31 1.90 -7.80
4 H -1.19 1.71 -6.94
5 H -0.80 0.48 -8.06
6 H -1.81 2.94 -8.62
7 C -1.79 2.78 -2.36
8 O -2.15 4.10 -2.83
9 H -0.73 2.65 -2.57
10 H -1.96 2.67 -1.29
11 H -2.29 1.98 -2.91
12 H -1.75 4.74 -2.25
13 C -3.67 2.06 -6.74
14 O -3.45 3.40 -6.33
15 H -2.69 1.62 -6.89
16 H -4.33 1.59 -6.01
17 H -4.07 1.96 -7.75
18 H -2.98 3.36 -5.49
19 C 0.92 4.46 -8.31
20 O 0.18 3.81 -7.24
21 H 0.80 5.53 -8.17
22 H 1.97 4.16 -8.27
23 H 0.47 4.19 -9.27
24 H -0.75 3.87 -7.47
25 C -4.70 2.25 -3.58
26 O -5.80 1.62 -2.88
27 H -4.10 2.87 -2.92
28 H -3.98 1.52 -3.94
29 H -5.05 2.90 -4.39
30 H -5.43 1.04 -2.21
31 C -1.24 3.03 -5.02
32 O -2.59 3.01 -4.60
33 H -1.06 2.78 -6.07
34 H -0.83 4.03 -4.89
35 H -0.68 2.31 -4.41
36 H -2.63 3.34 -3.70
37 C -1.23 6.34 -6.38
38 O -2.58 6.54 -6.30
39 H -1.03 5.35 -5.96
40 H -1.00 6.39 -7.44
41 H -0.65 7.02 -5.75
42 H -2.90 7.20 -6.92

***

Which of them is the least stable? Correct choice: run ii.

***

Run i
A molecular structure, C3H4O3. Source: the Open Molecules 2025 dataset; level of theory: wB97M-V/def2-TZVPD.

- multiplicity = 1

Atoms and positions in Å:
1 C 0.97 -0.60 -1.30
2 C -0.10 0.28 -0.64
3 C -0.06 0.13 0.78
4 H 0.28 -1.74 -1.42
5 H 1.18 -0.26 -2.47
6 H 2.18 -0.88 -0.73
7 H 1.75 -0.73 0.82
8 O -1.08 0.62 -1.36
9 O 0.62 -0.79 1.44
10 O -0.82 0.76 1.26

***

Run ii
A single C3H4O3 molecule. Source: the Open Molecules 2025 dataset; level of theory: wB97M-V/def2-TZVPD.

- multiplicity = 1

Atoms and positions in Å:
1 C 0.60 0.76 1.37
2 O -0.23 0.79 0.21
3 C 0.04 -0.19 -0.67
4 O 1.03 -0.86 -0.76
5 C -1.48 -0.77 -1.25
6 O -0.81 0.12 -1.88
7 H 0.33 1.65 1.94
8 H 0.41 -0.13 1.97
9 H 1.66 0.79 1.09
10 H -2.38 -1.11 -1.80

***

Run iii
2 unconnected molecules or ions with the total composition C3H4O3. Source: the Open Molecules 2025 dataset; level of theory: wB97M-V/def2-TZVPD.

- multiplicity = 1

Atoms and positions in Å:
1 O 2.00 -1.20 -0.41
2 C 0.96 -0.71 -0.09
3 C 0.69 0.53 0.78
4 O -0.63 0.58 0.89
5 C -1.26 -0.36 0.01
6 O -0.27 -1.25 -0.40
7 H 1.01 1.50 -0.67
8 H 1.22 1.58 0.17
9 H -1.66 0.19 -0.85
10 H -2.05 -0.88 0.56

***

Which of them is the least stable? Correct choice: run i.

***

Run i
A single C3H4O3 molecule. Source: the Open Molecules 2025 dataset; level of theory: wB97M-V/def2-TZVPD.

- multiplicity = 1

Atoms and positions in Å:
1 O -2.17 0.03 -1.19
2 C -1.20 0.09 -0.51
3 O -1.17 -0.57 0.74
4 C -0.45 -1.65 0.97
5 C 1.05 0.81 0.03
6 O -0.12 0.79 -0.80
7 H 0.88 0.30 0.99
8 H 0.08 -1.87 0.00
9 H 1.29 1.85 0.21
10 H 1.86 0.31 -0.52

***

Run ii
A molecular structure, C3H4O3. Source: the Open Molecules 2025 dataset; level of theory: wB97M-V/def2-TZVPD.

- multiplicity = 1

Atoms and positions in Å:
1 O 2.10 0.44 0.23
2 C 0.90 -0.26 0.38
3 C -0.25 0.53 -0.20
4 O -0.08 1.58 -0.77
5 C -1.64 -0.04 -0.04
6 O -1.86 -1.19 -0.60
7 H 1.90 1.22 -0.31
8 H 0.92 -1.24 -0.13
9 H 0.70 -0.46 1.44
10 H -2.73 -0.65 -0.02

***

Run iii
A single C3H4O3 molecule. Source: the Open Molecules 2025 dataset; level of theory: wB97M-V/def2-TZVPD.

- multiplicity = 1

Atoms and positions in Å:
1 C -1.53 0.24 0.69
2 O -0.13 -0.01 0.80
3 C 0.47 -0.18 -0.40
4 O -0.01 -0.72 -1.36
5 C 1.98 0.12 -0.25
6 O 2.13 -1.00 0.19
7 H -1.88 0.40 1.71
8 H -1.67 1.16 0.10
9 H -2.06 -0.58 0.22
10 H 2.91 0.75 -0.36

***

Which of them is the least stable? Correct choice: run ii.

***

Run i
A single C3H4O3 molecule. Source: the Open Molecules 2025 dataset; level of theory: wB97M-V/def2-TZVPD.

- multiplicity = 1

Atoms and positions in Å:
1 C -0.47 0.45 0.33
2 C 0.69 -0.33 -0.11
3 C -0.52 0.49 -1.13
4 O -1.59 -0.13 1.01
5 O 1.98 0.21 0.07
6 O -1.03 0.14 -2.14
7 H -1.73 -1.04 0.68
8 H 2.25 0.13 1.00
9 H -0.20 1.45 0.68
10 H 0.62 -1.37 -0.40

***

Run ii
A molecular structure, C3H4O3. Source: the Open Molecules 2025 dataset; level of theory: wB97M-V/def2-TZVPD.

- multiplicity = 1

Atoms and positions in Å:
1 O 2.57 -0.03 -0.53
2 C 1.43 0.07 -0.21
3 O 0.81 1.25 0.12
4 C -0.53 1.36 -0.09
5 C -0.73 -0.77 0.34
6 O 0.59 -0.98 -0.04
7 H -1.05 0.41 0.65
8 H -0.75 1.03 -1.13
9 H -0.92 -1.23 1.31
10 H -1.42 -1.11 -0.43

***

Run iii
2 unconnected molecules or ions with the total composition C3H4O3. Source: the Open Molecules 2025 dataset; level of theory: wB97M-V/def2-TZVPD.

- multiplicity = 1

Atoms and positions in Å:
1 O -1.69 -1.44 0.76
2 C -0.98 -0.54 0.43
3 C 0.13 0.20 1.24
4 O 0.61 1.04 0.38
5 C -0.03 0.98 -0.93
6 O -1.07 0.08 -0.80
7 H 1.38 -1.65 0.50
8 H 1.38 -1.29 1.16
9 H 0.72 0.62 -1.65
10 H -0.38 1.99 -1.16

***

Run iv
A single C3H4O3 molecule. Source: the Open Molecules 2025 dataset; level of theory: wB97M-V/def2-TZVPD.

- multiplicity = 1

Atoms and positions in Å:
1 O 2.04 0.63 0.01
2 C 1.08 -0.35 0.28
3 C -0.31 0.17 -0.10
4 O -0.35 1.30 -0.55
5 C -1.80 -0.37 -0.09
6 O -2.32 -1.40 0.23
7 H 1.59 1.41 -0.35
8 H 1.32 -1.26 -0.29
9 H 1.11 -0.61 1.35
10 H -2.35 0.49 -0.49

***

Which of them is the least stable? Correct choice: run ii.